[1]
The following is a quantum chemistry calculation of a structure of composition C43H60N2O3SSiZn, from the Open Molecules 2025 dataset.

Properties
Kohn-Sham gap (spin up / spin down) = 0.2153 / 0.2135 Eh
Lowest unoccupied orbital energy (spin up / spin down) = -1.2 / -1.2 eV

```
! RIJCOSX wB97M-V def2-TZVPD def2/J DEFGRID3
* xyz 0 1
Zn 0.920 0.228 -0.583
C -0.151 -2.379 6.337
C -0.349 -0.928 5.872
C -1.849 -0.622 5.866
C 0.324 0.026 6.871
C 0.279 -0.749 4.495
C -0.433 -0.388 3.399
C 0.213 -0.184 2.148
N -0.337 0.286 1.039
C -1.565 0.613 0.669
C -2.793 0.220 1.269
C -3.977 0.636 0.753
C -3.962 1.567 -0.339
C -2.841 1.996 -0.979
C -1.566 1.447 -0.543
O -0.476 1.699 -1.120
C -2.893 3.026 -2.109
C -2.052 4.254 -1.713
C -2.362 2.410 -3.416
C -4.324 3.504 -2.360
C -5.325 0.190 1.309
C -6.027 1.409 1.931
C -5.178 -0.892 2.379
C -6.189 -0.382 0.174
C 1.664 -0.362 2.023
O 2.234 -0.112 0.926
C 2.390 -0.812 3.199
C 1.688 -0.969 4.355
C 3.895 -1.081 3.122
C 4.437 -1.590 4.458
C 4.650 0.214 2.773
C 4.168 -2.165 2.062
H -0.648 -2.542 7.295
H 0.906 -2.620 6.461
H -0.574 -3.074 5.609
H -2.251 -0.752 6.871
H -2.389 -1.296 5.198
H -2.034 0.409 5.557
H -0.126 -0.092 7.859
H 0.193 1.062 6.552
H 1.394 -0.164 6.961
H -1.493 -0.196 3.466
H -2.768 -0.473 2.097
H -4.920 1.949 -0.667
H -1.009 3.983 -1.582
H -2.418 4.678 -0.774
H -2.122 5.022 -2.486
H -1.327 2.099 -3.303
H -2.428 3.140 -4.228
H -2.962 1.538 -3.685
H -4.755 3.968 -1.470
H -4.968 2.680 -2.679
H -4.314 4.247 -3.158
H -5.405 1.846 2.713
H -6.983 1.114 2.370
H -6.218 2.181 1.184
H -4.610 -0.532 3.239
H -4.683 -1.776 1.972
H -6.166 -1.189 2.735
H -6.384 0.359 -0.602
H -7.151 -0.719 0.564
H -5.688 -1.234 -0.290
H 2.225 -1.276 5.243
H 4.317 -0.848 5.251
H 5.502 -1.799 4.354
H 3.942 -2.516 4.760
H 4.459 0.981 3.528
H 4.335 0.596 1.807
H 5.725 0.021 2.743
H 3.640 -3.085 2.325
H 5.237 -2.382 2.015
H 3.831 -1.845 1.080
N 2.219 0.863 -1.910
S 2.541 -0.175 -3.070
C 4.353 -0.212 -3.227
C 4.961 -0.735 -4.359
C 6.345 -0.783 -4.422
C 7.105 -0.324 -3.355
C 6.487 0.169 -2.215
C 5.102 0.219 -2.144
C 2.170 0.721 -4.597
C 2.838 1.899 -4.902
C 2.408 2.667 -5.970
C 1.322 2.252 -6.732
C 0.675 1.063 -6.437
C 1.096 0.293 -5.361
H 2.501 1.803 -2.156
H 4.354 -1.088 -5.185
H 6.834 -1.179 -5.302
H 8.186 -0.359 -3.407
H 7.080 0.512 -1.378
H 4.585 0.580 -1.264
H 3.690 2.212 -4.308
H 2.920 3.590 -6.206
H 0.977 2.867 -7.553
H -0.161 0.733 -7.040
H 0.578 -0.622 -5.101
C -1.884 -1.376 -2.955
Si -0.529 -2.397 -2.098
C 0.432 -3.409 -3.395
C -1.406 -3.696 -1.034
O 0.444 -1.438 -1.287
H -2.526 -1.947 -3.630
H -1.431 -0.559 -3.525
H -2.525 -0.917 -2.194
H -0.243 -4.024 -3.997
H 1.137 -4.079 -2.896
H 1.013 -2.784 -4.076
H -2.047 -4.320 -1.664
H -2.035 -3.241 -0.264
H -0.691 -4.354 -0.535
*
```

[2]
The following is a quantum chemistry calculation of the ion C9H13N2O2 with charge +1 in a non-equilibrium geometry, from the Open Molecules 2025 dataset.

Properties
Structure (SMILES) = CN1C(=O)C[NH2+][C@@]1(C)c1ccco1
Kohn-Sham gap = 0.3424 Eh
Lowest unoccupied orbital energy = -3.4 eV

```
! RIJCOSX wB97M-V def2-TZVPD def2/J DEFGRID3
* xyz 1 1
C 0.157 2.216 0.925
N -0.101 1.541 -0.303
C -0.166 1.960 -1.523
O 0.033 3.064 -1.868
C -0.490 0.749 -2.472
N -0.022 -0.510 -1.788
C -0.385 -0.239 -0.337
C -1.827 -0.382 -0.233
C 0.417 -0.869 0.734
C 0.351 -1.039 2.103
C 1.353 -1.945 2.506
C 2.042 -2.253 1.308
O 1.529 -1.611 0.294
H -0.509 1.873 1.695
H 1.063 1.891 1.206
H 0.214 3.219 0.869
H -1.575 0.570 -2.623
H 0.023 0.748 -3.454
H -0.435 -1.417 -2.161
H 1.065 -0.575 -1.894
H -2.495 0.130 -0.904
H -2.091 -0.017 0.724
H -2.062 -1.503 -0.177
H -0.383 -0.630 2.734
H 1.348 -2.315 3.509
H 2.944 -2.654 1.133
*
```

[3]
The following is a quantum chemistry calculation of a cluster of 3 separate species, C2H3N5O in total in a non-equilibrium geometry, from the Open Molecules 2025 dataset.

Properties
Kohn-Sham gap = 0.2365 Eh
Lowest unoccupied orbital energy = -3.3 eV

```
! RIJCOSX wB97M-V def2-TZVPD def2/J DEFGRID3
* xyz 0 1
C -0.843 0.181 -0.455
C 1.450 0.081 -0.214
H -1.958 -1.751 0.907
H -2.776 -0.096 1.514
H 2.709 -1.549 -0.016
N -1.911 -0.683 -0.388
N -1.040 1.445 -0.101
N 0.223 2.019 -0.189
N 1.310 1.397 -0.397
N 2.554 -0.482 0.135
O 0.281 -0.562 -0.796
*
```

[4]
The following is a quantum chemistry calculation of a cluster of 13 separate species, C34H101N19O13 in total in a non-equilibrium geometry, from the Open Molecules 2025 dataset.

Properties
Kohn-Sham gap = 0.3167 Eh
Lowest unoccupied orbital energy = 0.2 eV

```
! RIJCOSX wB97M-V def2-TZVPD def2/J DEFGRID3
* xyz 0 1
C -16.131 16.828 0.826
O -16.655 17.467 -0.110
N -15.025 16.157 0.752
N -16.582 16.679 2.030
H -14.430 16.121 -0.064
H -14.616 15.749 1.580
H -17.555 16.850 2.240
H -16.036 16.136 2.684
C -20.269 17.443 0.988
O -19.759 17.055 1.998
N -19.555 17.576 -0.066
N -21.521 17.705 0.781
H -19.887 17.862 -0.976
H -18.575 17.358 0.041
H -21.809 17.948 -0.156
H -22.141 17.331 1.484
C -15.052 16.931 -7.023
O -16.154 17.152 -6.662
N -14.694 16.823 -8.238
N -14.010 16.867 -6.182
H -15.336 17.283 -8.868
H -13.730 16.647 -8.485
H -14.197 17.004 -5.199
H -13.047 16.634 -6.379
C -18.654 16.246 -8.773
O -19.612 15.996 -9.508
N -18.572 17.307 -7.985
N -17.554 15.480 -8.690
H -19.449 17.785 -7.839
H -17.847 17.372 -7.285
H -17.431 14.718 -9.342
H -16.846 15.665 -7.994
C -23.637 12.112 -4.444
O -24.774 12.156 -4.069
N -22.651 11.956 -3.601
N -23.229 12.243 -5.640
H -23.009 11.617 -2.720
H -21.672 11.997 -3.846
H -22.276 12.116 -5.950
H -23.870 12.561 -6.353
C -21.733 19.367 -2.575
O -21.187 18.385 -2.108
N -21.242 20.368 -3.224
N -23.011 19.532 -2.484
H -21.807 21.156 -3.508
H -20.245 20.285 -3.367
H -23.510 20.316 -2.881
H -23.633 18.825 -2.120
C -14.488 11.489 0.413
C -15.293 11.385 -0.946
C -16.530 12.277 -1.224
O -17.509 11.664 -0.332
C -18.677 12.467 -0.284
N -14.304 11.481 -2.030
H -15.102 11.145 1.246
H -14.236 12.539 0.558
H -13.576 10.906 0.538
H -15.670 10.397 -1.210
H -16.762 12.193 -2.286
H -16.358 13.337 -1.041
H -19.135 12.660 -1.254
H -18.433 13.470 0.068
H -19.449 12.012 0.336
H -13.527 11.991 -1.635
H -13.925 10.601 -2.347
C -22.112 15.344 -6.830
C -22.959 16.674 -6.791
C -24.479 16.513 -6.520
O -25.267 15.987 -7.584
C -25.491 16.891 -8.591
N -22.321 17.573 -5.839
H -21.044 15.517 -6.967
H -22.483 14.611 -7.547
H -22.273 14.797 -5.902
H -22.798 17.180 -7.743
H -24.993 17.383 -6.109
H -24.527 15.795 -5.702
H -26.267 16.460 -9.222
H -24.588 16.932 -9.200
H -25.745 17.923 -8.345
H -22.891 17.740 -5.023
H -21.374 17.331 -5.583
C -18.560 16.414 -4.950
C -18.482 16.584 -3.441
C -18.297 15.206 -2.598
O -19.379 14.271 -2.854
C -20.677 14.747 -2.678
N -17.333 17.427 -3.181
H -18.664 17.407 -5.388
H -19.511 15.903 -5.101
H -17.616 15.922 -5.185
H -19.391 17.012 -3.018
H -18.329 15.464 -1.540
H -17.322 14.779 -2.837
H -21.409 13.977 -2.922
H -21.042 15.525 -3.347
H -20.793 15.078 -1.646
H -17.196 17.368 -2.182
H -16.511 17.023 -3.607
C -17.104 20.892 1.670
C -16.913 21.174 0.119
C -15.510 20.913 -0.482
O -14.438 21.539 0.187
C -13.184 21.407 -0.445
N -17.746 20.188 -0.591
H -18.101 21.073 2.071
H -16.449 21.532 2.263
H -16.788 19.865 1.850
H -17.196 22.203 -0.107
H -15.551 21.267 -1.512
H -15.272 19.857 -0.352
H -13.244 21.911 -1.410
H -12.895 20.361 -0.546
H -12.449 21.955 0.145
H -17.493 19.243 -0.338
H -18.732 20.318 -0.412
C -14.552 15.466 -2.640
C -13.191 16.247 -2.425
C -13.377 17.817 -2.432
O -13.777 18.203 -3.787
C -14.610 19.366 -3.803
N -12.546 15.749 -1.200
H -14.753 15.612 -3.702
H -15.422 15.730 -2.038
H -14.449 14.396 -2.458
H -12.542 15.977 -3.259
H -12.415 18.302 -2.271
H -14.026 18.144 -1.620
H -13.927 20.214 -3.858
H -15.246 19.526 -2.933
H -15.243 19.273 -4.686
H -12.443 14.750 -1.308
H -11.603 16.048 -1.000
C -17.675 20.170 -5.681
C -17.595 20.999 -4.399
C -18.335 22.394 -4.419
O -17.691 23.247 -5.335
C -18.242 24.549 -5.446
N -18.336 20.247 -3.346
H -16.993 20.497 -6.466
H -18.682 20.204 -6.097
H -17.360 19.144 -5.489
H -16.549 21.114 -4.117
H -18.377 22.869 -3.439
H -19.350 22.367 -4.817
H -17.709 25.278 -6.056
H -18.230 24.982 -4.446
H -19.271 24.540 -5.805
H -17.911 20.553 -2.482
H -18.038 19.282 -3.334
C -24.525 15.472 -2.755
C -24.982 15.754 -1.363
C -24.422 14.745 -0.304
O -23.020 14.724 -0.276
C -22.376 13.737 0.567
N -24.562 17.104 -1.038
H -24.745 16.360 -3.349
H -24.974 14.619 -3.263
H -23.455 15.272 -2.806
H -26.069 15.755 -1.277
H -24.893 13.762 -0.325
H -24.691 15.091 0.694
H -21.365 13.602 0.184
H -22.925 12.796 0.588
H -22.386 14.058 1.609
H -24.991 17.433 -0.185
H -23.607 17.030 -0.716
*
```